Computed, not measured: a cluster of 6 separate species, C26H38F4O15S2 in total in a non-equilibrium geometry, with ωB97M-V/def2-TZVPD.

Strongest force on any atom: 2.9 eV/A
LUMO level: 0.39 eV
SMILES: CC[C@@H](F)[C@@](O)(OC(=O)S)S(=O)(=O)C(F)(F)F.O=C1CCCO1.O=C1CCCO1.O=C1CCCO1.O=C1CCCO1.O=C1CCCO1

Geometry (Å):
C1 1.6287 3.2481 0.7152
C2 0.4790 4.1780 0.2902
C3 -0.2837 3.7238 -0.9354
F1 0.5540 3.3430 -1.9475
C4 -1.2744 2.5508 -0.7304
O1 -2.0173 2.4168 -1.8904
O2 -0.5146 1.4261 -0.4603
C5 -1.2513 0.2375 -0.3835
O3 -1.7635 -0.1595 0.6277
S1 -1.3979 -0.7189 -1.9377
S2 -2.5305 2.9182 0.5889
O4 -3.6584 2.0757 0.3519
O5 -1.9106 2.6845 1.8532
C6 -3.1759 4.6617 0.4615
F2 -2.2626 5.5888 0.6711
F3 -4.1394 4.7547 1.3361
F4 -3.6602 4.8289 -0.7575
H1 2.2309 2.9096 -0.1135
H2 2.2042 3.8035 1.4562
H3 1.1835 2.4183 1.2532
H4 0.8940 5.1550 0.0441
H5 -0.1515 4.3262 1.1590
H6 -0.8855 4.5448 -1.3214
H7 -1.4300 2.0911 -2.5845
H8 -0.3765 -1.5823 -1.7596
O6 -7.2266 -3.2298 2.4895
C7 -6.7700 -2.1276 2.3926
O7 -7.4800 -1.0746 1.9238
C8 -6.6288 0.0864 1.8199
C9 -5.4767 -0.1792 2.7740
C10 -5.3526 -1.6963 2.7078
H9 -6.2949 0.1778 0.7844
H10 -7.1976 0.9746 2.0840
H11 -4.5650 0.3492 2.5011
H12 -5.7507 0.1196 3.7874
H13 -4.7022 -2.0168 1.8918
H14 -5.0168 -2.1271 3.6465
O8 4.5081 2.2484 1.8943
C11 4.9693 3.3441 1.7725
O9 4.2186 4.4137 1.3737
C12 5.0750 5.5606 1.2115
C13 6.3012 5.2785 2.0650
C14 6.4081 3.7601 1.9724
H15 5.3230 5.6588 0.1520
H16 4.5396 6.4517 1.5332
H17 7.1908 5.8063 1.7256
H18 6.1089 5.5738 3.0984
H19 6.9913 3.4408 1.0994
H20 6.8173 3.3187 2.8761
O10 -4.3776 -4.4368 -2.9586
C15 -5.3106 -4.8100 -2.3104
O11 -5.5604 -6.1198 -2.0691
C16 -6.8020 -6.2622 -1.3533
C17 -7.0317 -4.9172 -0.6827
C18 -6.3909 -3.9529 -1.6776
H21 -7.5883 -6.5109 -2.0696
H22 -6.7100 -7.0760 -0.6381
H23 -8.0800 -4.7132 -0.4766
H24 -6.4922 -4.8767 0.2640
H25 -7.0887 -3.6386 -2.4550
H26 -5.9566 -3.0844 -1.1908
O12 8.6357 2.9347 0.1851
C19 8.4171 1.9116 -0.4036
O13 8.1642 0.7522 0.2309
C20 8.0429 -0.3199 -0.7222
C21 7.6925 0.3585 -2.0377
C22 8.4141 1.6980 -1.9038
H27 8.9966 -0.8498 -0.7676
H28 7.2731 -1.0101 -0.3874
H29 7.9856 -0.2202 -2.9112
H30 6.6159 0.5259 -2.0917
H31 9.4469 1.6470 -2.2513
H32 7.8887 2.5043 -2.4078
O14 2.5642 -4.2001 0.2087
C23 1.6387 -4.6607 -0.3868
O15 0.8588 -3.9270 -1.2227
C24 -0.2355 -4.7273 -1.7098
C25 0.2254 -6.1682 -1.5557
C26 1.1207 -6.0847 -0.3210
H33 -1.1198 -4.5049 -1.1089
H34 -0.4392 -4.4615 -2.7446
H35 -0.5981 -6.8731 -1.4628
H36 0.8218 -6.4607 -2.4212
H37 0.5563 -6.2079 0.6042
H38 1.9423 -6.7938 -0.3565